Entry from OMol25: C6H8 in the gas phase (ωB97M-V/def2-TZVPD).

electronic energy: -233.2541 Ha
ΔE to the lowest compared entry with this formula, charge and spin: 3.616 eV
Kohn-Sham gap (alpha / beta): 7.827 / 7.827 eV

Last columns: bonded neighbours and bond lengths (Å).
Geometry (Å):
1 C -1.10 0.76 0.57  C2 1.562, H7 1.092, H8 1.091, H12 1.114
2 C -0.36 0.25 -0.71  C1 1.562, C3 1.551, C6 1.499, H9 1.100
3 C 1.07 0.71 -0.35  C2 1.551, C4 1.520, H10 1.096, H11 1.096
4 C 1.27 -0.14 0.89  C3 1.520, C5 1.469
5 C 0.69 -1.42 0.45  C4 1.469, C6 1.352, H13 1.084
6 C -0.19 -1.23 -0.55  C2 1.499, C5 1.352, H14 1.090
7 H -2.00 0.20 0.83  C1 1.092
8 H -1.29 1.83 0.54  C1 1.091
9 H -0.82 0.58 -1.65  C2 1.100
10 H 1.14 1.80 -0.21  C3 1.096
11 H 1.83 0.39 -1.07  C3 1.096
12 H -0.38 0.61 1.41  C1 1.114
13 H 0.88 -2.36 0.96  C5 1.084
14 H -0.75 -1.99 -1.11  C6 1.090